No. 1
# C24H60N4O8

A cluster of 4 separate species, C24H60N4O8 in total (the ωB97M-V functional and the def2-TZVPD basis, the Open Molecules 2025 dataset).

Output
energy above the lowest of the compared OMol25 structures with the same formula, charge and spin: 582.6 kJ/mol
strongest force on any atom: 2.1 eV/A
LUMO: 0.71 eV
molecular weight: 532.8 g/mol
SMILES string: COCCNCCOC.COCCNCCOC.COCCNCCOC.COCCNCCOC

CARTESIAN COORDINATES (ANGSTROEM)
1 C -23.04 12.67 -6.92
2 O -23.19 13.61 -7.99
3 C -22.38 13.32 -9.09
4 C -22.85 14.15 -10.32
5 N -22.40 15.53 -10.29
6 C -21.03 15.68 -10.79
7 C -20.33 16.81 -10.08
8 O -19.84 16.46 -8.79
9 C -18.71 15.60 -8.85
10 H -22.04 12.78 -6.49
11 H -23.26 11.64 -7.19
12 H -23.78 13.04 -6.21
13 H -22.36 12.27 -9.41
14 H -21.35 13.66 -8.87
15 H -23.94 14.08 -10.28
16 H -22.55 13.62 -11.22
17 H -22.52 15.87 -9.35
18 H -21.11 15.76 -11.88
19 H -20.48 14.73 -10.76
20 H -21.03 17.62 -9.84
21 H -19.51 17.33 -10.60
22 H -18.24 15.64 -7.87
23 H -18.07 15.88 -9.69
24 H -19.02 14.57 -9.05
25 C -18.81 29.48 -10.60
26 O -17.59 29.95 -11.08
27 C -16.78 30.75 -10.21
28 C -15.60 31.27 -11.01
29 N -14.40 30.47 -10.92
30 C -13.70 30.45 -9.64
31 C -12.87 31.73 -9.40
32 O -11.86 31.84 -10.37
33 C -12.10 32.88 -11.31
34 H -19.32 30.38 -10.23
35 H -18.89 28.67 -9.86
36 H -19.43 29.12 -11.43
37 H -16.56 30.19 -9.30
38 H -17.43 31.64 -10.14
39 H -15.36 32.29 -10.70
40 H -15.97 31.24 -12.03
41 H -13.79 30.12 -11.63
42 H -12.95 29.66 -9.55
43 H -14.45 30.27 -8.87
44 H -12.41 31.66 -8.40
45 H -13.50 32.61 -9.22
46 H -12.79 33.63 -10.95
47 H -12.44 32.43 -12.25
48 H -11.14 33.33 -11.59
49 C -14.86 20.84 -13.22
50 O -13.88 21.80 -12.96
51 C -13.67 22.72 -14.02
52 C -14.84 23.63 -14.27
53 N -14.48 24.84 -15.04
54 C -13.88 25.88 -14.19
55 C -14.96 26.70 -13.48
56 O -15.52 27.61 -14.39
57 C -16.69 28.26 -13.95
58 H -14.67 20.23 -14.10
59 H -15.85 21.31 -13.31
60 H -14.97 20.15 -12.38
61 H -13.46 22.15 -14.94
62 H -12.70 23.18 -13.83
63 H -15.32 23.88 -13.31
64 H -15.60 23.09 -14.83
65 H -15.41 25.16 -15.29
66 H -13.30 26.51 -14.87
67 H -13.27 25.45 -13.40
68 H -14.54 27.23 -12.61
69 H -15.69 26.04 -12.99
70 H -17.01 28.91 -14.77
71 H -16.45 28.92 -13.11
72 H -17.46 27.53 -13.71
73 C -15.89 27.27 -9.98
74 O -16.20 25.89 -10.04
75 C -17.50 25.68 -10.56
76 C -17.87 24.22 -10.70
77 N -17.80 23.62 -9.37
78 C -17.75 22.12 -9.36
79 C -19.02 21.45 -9.84
80 O -19.19 21.53 -11.23
81 C -20.23 20.70 -11.66
82 H -16.40 27.87 -10.74
83 H -14.82 27.45 -9.92
84 H -16.34 27.58 -9.02
85 H -17.63 26.19 -11.52
86 H -18.18 26.11 -9.82
87 H -17.10 23.75 -11.33
88 H -18.86 24.11 -11.13
89 H -16.89 23.80 -8.95
90 H -17.62 21.91 -8.30
91 H -16.85 21.84 -9.92
92 H -19.83 21.89 -9.26
93 H -18.93 20.40 -9.53
94 H -20.00 19.63 -11.58
95 H -20.52 20.83 -12.71
96 H -21.18 20.94 -11.17

***

No. 2
# C31H30BrNOPPt

A structure of composition C31H30BrNOPPt (the ωB97M-V functional and the def2-TZVPD basis, the Open Molecules 2025 dataset).

Output
energy above the lowest of the compared OMol25 structures with the same formula, charge and spin: 318.6 kJ/mol
strongest force on any atom: 3.4 eV/A
LUMO (spin up / spin down): -12.66 / -12.66 eV
net charge: +3
molecular weight: 738.5 g/mol

CARTESIAN COORDINATES (ANGSTROEM)
1 Pt -0.11 -0.10 1.04
2 C -1.07 -1.39 -5.86
3 C 0.09 -0.79 -5.38
4 C 0.19 -0.40 -4.06
5 C -0.91 -0.58 -3.21
6 C -2.06 -1.21 -3.67
7 C -2.14 -1.61 -5.00
8 P -0.77 0.03 -1.49
9 C 0.87 -0.73 -1.07
10 C 0.85 -2.15 -1.07
11 C 2.03 -2.86 -1.14
12 C 3.24 -2.18 -1.15
13 C 3.28 -0.79 -1.10
14 C 2.11 -0.06 -1.07
15 C -0.58 1.85 -1.56
16 C -0.54 2.53 -2.77
17 C -0.60 3.92 -2.79
18 C -0.77 4.64 -1.62
19 C -0.84 3.99 -0.38
20 C -1.07 4.67 0.83
21 C -1.09 4.00 2.04
22 C -0.85 2.63 2.08
23 C -0.64 1.91 0.91
24 C -0.68 2.56 -0.34
25 H -1.13 -1.70 -6.89
26 H 0.93 -0.64 -6.05
27 H 1.10 0.05 -3.70
28 H -2.89 -1.41 -3.01
29 H -3.03 -2.10 -5.36
30 H -0.11 -2.66 -1.10
31 H 2.01 -3.94 -1.20
32 H 4.16 -2.74 -1.22
33 H 4.23 -0.28 -1.11
34 H 2.13 1.02 -1.11
35 H -0.48 1.99 -3.71
36 H -0.54 4.44 -3.74
37 H -0.87 5.72 -1.66
38 H -1.23 5.74 0.81
39 H -1.30 4.53 2.96
40 H -0.84 2.13 3.05
41 Br -5.04 -3.22 4.82
42 C -3.78 -2.24 3.78
43 C -2.59 -1.78 4.36
44 C -1.70 -1.09 3.56
45 N -1.92 -0.86 2.27
46 C -3.06 -1.28 1.72
47 C -4.02 -1.97 2.44
48 H -2.37 -1.96 5.40
49 H -0.78 -0.69 3.98
50 H -3.22 -1.05 0.67
51 H -4.94 -2.28 1.96
52 C 1.01 -2.75 2.35
53 C 2.30 -1.94 2.39
54 O 1.96 -0.57 2.32
55 C 3.04 0.34 2.51
56 C 2.56 1.76 2.34
57 H 1.17 -3.74 1.93
58 H 0.28 -2.21 1.72
59 H 0.60 -2.86 3.35
60 H 2.95 -2.20 1.54
61 H 2.86 -2.14 3.31
62 H 3.84 0.10 1.80
63 H 3.44 0.20 3.53
64 H 1.95 1.84 1.43
65 H 3.41 2.43 2.25
66 H 1.97 2.09 3.18

***

No. 3
# C32H51N5O12

A cluster of 9 separate species, C32H51N5O12 in total (the ωB97M-V functional and the def2-TZVPD basis, the Open Molecules 2025 dataset).

Output
energy above the lowest of the compared OMol25 structures with the same formula, charge and spin: 0.0 kJ/mol
strongest force on any atom: 5.4 eV/A
LUMO: 0.32 eV
molecular weight: 697.8 g/mol
SMILES string: O=C1OCCO1.O=C1OCCO1.O=C1OCCO1.O=C1OCCO1.CCCC#N.CCCC#N.CCCC#N.CCCC#N.CCCC#N

CARTESIAN COORDINATES (ANGSTROEM)
1 O -9.60 5.63 2.68
2 C -10.16 5.15 1.74
3 O -11.06 4.18 1.83
4 C -11.58 3.89 0.60
5 C -10.72 4.58 -0.46
6 O -10.00 5.41 0.33
7 H -11.37 2.84 0.38
8 H -12.65 4.07 0.53
9 H -11.39 5.14 -1.12
10 H -10.10 3.85 -0.98
11 O 1.76 -8.70 0.20
12 C 1.43 -9.16 -0.85
13 O 1.63 -10.41 -1.23
14 C 1.00 -10.62 -2.41
15 C 0.75 -9.19 -2.94
16 O 0.86 -8.46 -1.80
17 H 1.50 -11.34 -3.06
18 H 0.02 -11.06 -2.21
19 H -0.28 -9.13 -3.30
20 H 1.47 -8.73 -3.62
21 O -3.93 -10.80 1.75
22 C -4.33 -9.68 1.57
23 O -4.84 -9.33 0.43
24 C -5.29 -7.96 0.43
25 C -4.91 -7.51 1.91
26 O -4.14 -8.60 2.40
27 H -4.54 -7.50 -0.21
28 H -6.29 -7.73 0.08
29 H -5.79 -7.46 2.56
30 H -4.37 -6.57 2.00
31 O -5.41 -4.53 -5.95
32 C -5.98 -5.36 -6.71
33 O -7.31 -5.49 -6.81
34 C -7.67 -6.62 -7.66
35 C -6.35 -7.13 -8.19
36 O -5.39 -6.31 -7.42
37 H -8.20 -7.36 -7.06
38 H -8.31 -6.41 -8.51
39 H -6.27 -7.27 -9.26
40 H -6.19 -8.17 -7.88
41 C 7.90 -0.21 0.90
42 C 7.57 -1.21 -0.24
43 C 8.77 -2.10 -0.26
44 C 8.55 -3.28 -1.04
45 N 8.37 -4.16 -1.72
46 H 8.07 -0.69 1.87
47 H 7.14 0.57 0.95
48 H 8.85 0.27 0.69
49 H 7.41 -0.73 -1.21
50 H 6.64 -1.68 0.07
51 H 8.92 -2.50 0.74
52 H 9.69 -1.55 -0.49
53 C 5.88 10.04 2.03
54 C 4.66 8.98 1.86
55 C 3.50 9.45 2.55
56 C 2.29 8.73 2.28
57 N 1.28 8.17 2.15
58 H 5.84 10.52 3.01
59 H 5.80 10.92 1.38
60 H 6.93 9.77 1.97
61 H 5.05 7.98 2.06
62 H 4.45 8.77 0.81
63 H 3.39 10.48 2.20
64 H 3.59 9.33 3.63
65 C -0.06 0.57 2.89
66 C -0.31 -0.77 2.13
67 C -0.99 -0.66 0.79
68 C -2.42 -0.19 0.89
69 N -3.48 0.28 0.88
70 H 0.68 1.09 2.28
71 H 0.42 0.39 3.85
72 H -0.98 1.16 2.98
73 H -0.74 -1.43 2.88
74 H 0.72 -1.08 1.96
75 H -0.80 -1.56 0.22
76 H -0.53 0.03 0.09
77 C 5.79 4.69 7.66
78 C 7.14 5.50 8.22
79 C 8.31 4.62 8.75
80 C 9.08 4.02 7.65
81 N 9.69 3.43 6.89
82 H 6.00 4.28 6.67
83 H 4.88 5.28 7.60
84 H 5.48 3.88 8.31
85 H 6.70 6.02 9.08
86 H 7.55 6.30 7.60
87 H 8.03 3.86 9.48
88 H 9.01 5.22 9.33
89 C -0.77 5.47 -5.63
90 C -1.88 4.45 -5.22
91 C -1.86 3.07 -5.91
92 C -0.61 2.35 -5.62
93 N 0.33 1.72 -5.51
94 H -0.89 6.46 -5.19
95 H -0.69 5.67 -6.70
96 H 0.22 5.14 -5.32
97 H -2.78 4.96 -5.56
98 H -2.03 4.28 -4.15
99 H -2.17 3.00 -6.95
100 H -2.56 2.48 -5.33

***

No. 4
# N2O6Rb3

A structure of composition N2O6Rb3 (the ωB97M-V functional and the def2-TZVPD basis, the Open Molecules 2025 dataset).

Output
energy above the lowest of the compared OMol25 structures with the same formula, charge and spin: 153.3 kJ/mol
strongest force on any atom: 11.9 eV/A
LUMO: -3.93 eV
net charge: +1
molecular weight: 380.4 g/mol

CARTESIAN COORDINATES (ANGSTROEM)
1 Rb -13.34 -3.87 8.98
2 Rb -12.09 2.61 10.67
3 Rb -13.82 -1.40 12.47
4 N -16.24 -0.87 9.59
5 O -15.63 -1.72 8.90
6 O -16.72 -0.01 8.97
7 O -16.50 -1.12 10.66
8 N -12.61 -0.27 9.47
9 O -12.39 -1.30 10.06
10 O -11.93 0.20 8.62
11 O -13.68 0.36 9.73